# C43H38F5N11OPSSeTi

A structure of composition C43H38F5N11OPSSeTi (wB97M-V/def2-TZVPD, OMol25).

Last column: Mulliken charge in e.
Geometry (Å):
1 Se 0.72 1.77 1.97  -0.37
2 Ti -0.37 0.44 -0.20  1.40
3 S -4.89 2.17 -1.05  -0.28
4 P 1.68 -1.63 -0.26  3.55
5 F 2.28 6.62 0.57  -0.32
6 F -0.59 3.59 4.03  -0.34
7 F 2.19 3.98 0.21  -0.35
8 F 0.97 7.78 2.65  -0.28
9 F -0.46 6.24 4.37  -0.28
10 O -0.78 -0.56 1.58  -0.37
11 N 0.27 -0.72 -4.36  0.39
12 N -2.05 -1.95 -0.57  0.91
13 N -3.40 -3.69 -0.72  0.05
14 N 0.62 0.59 -4.31  -1.01
15 N -0.25 2.30 -1.26  1.73
16 N 0.32 4.62 -2.69  -0.56
17 N -0.21 -0.11 -2.34  1.60
18 N -2.56 1.32 -0.21  1.00
19 N -2.78 -1.09 2.44  0.01
20 N 2.32 1.25 -0.78  0.38
21 N -2.84 1.47 -2.55  -0.14
22 C -4.60 2.17 0.66  1.19
23 C 1.61 -2.87 -1.62  0.15
24 C -0.86 -1.02 3.92  -0.75
25 C 0.77 -3.98 -1.59  -0.01
26 C 2.24 -3.48 -3.88  -0.97
27 C 0.13 4.30 3.16  0.44
28 C 0.19 5.68 3.36  0.16
29 C -0.25 4.65 -1.49  -1.03
30 C 2.35 -2.63 -2.78  -0.60
31 C -2.50 -4.00 0.27  -1.26
32 C 3.33 -0.94 -0.56  -0.52
33 C -3.69 2.24 3.24  -1.49
34 C -3.27 1.59 -1.29  -0.04
35 C 3.46 0.40 -0.89  -0.52
36 C 0.80 3.68 2.11  0.01
37 C 2.69 -2.38 3.58  -0.49
38 C 1.59 5.88 1.42  -0.02
39 C 1.52 4.50 1.26  0.07
40 C -2.84 1.79 2.24  0.70
41 C 0.56 3.42 -3.21  -0.33
42 C 0.92 6.47 2.48  0.76
43 C 2.05 -3.95 1.39  -0.36
44 C -0.54 3.50 -0.76  -0.91
45 C 0.32 0.92 -3.08  0.64
46 C 2.32 -1.78 2.39  -0.99
47 C 0.25 2.26 -2.51  -0.91
48 C 1.39 -4.57 -3.84  -0.77
49 C -1.48 -0.88 2.57  0.15
50 C 4.71 0.91 -1.26  -0.41
51 C -3.92 -1.87 -2.29  -1.42
52 C -4.99 2.64 2.96  -0.91
53 C 5.81 0.08 -1.26  -0.79
54 C 2.73 -3.76 3.69  -0.76
55 C 2.00 -2.56 1.28  0.55
56 C -3.10 -2.47 -1.20  0.25
57 C 4.46 -1.76 -0.53  -0.25
58 C -0.22 -1.13 -3.19  -1.49
59 C -1.68 -2.92 0.34  -1.05
60 C -5.46 2.62 1.66  -0.51
61 C 5.70 -1.25 -0.88  -0.90
62 C -3.30 1.73 0.93  -1.43
63 C 2.40 -4.54 2.59  -0.74
64 C 0.66 -4.82 -2.69  -1.25
65 H 0.99 3.36 -4.20  0.55
66 H 2.44 -5.62 2.66  0.50
67 H -0.48 5.62 -1.08  0.55
68 H 2.23 1.54 0.20  -0.17
69 H -0.55 -2.14 -2.99  0.55
70 H 0.01 -5.68 -2.63  0.49
71 H -2.53 -4.92 0.81  0.52
72 H -0.98 3.54 0.23  0.62
73 H 0.42 -1.26 -5.20  0.31
74 H -4.69 -1.21 -1.90  0.21
75 H -4.16 -4.27 -1.04  0.22
76 H -4.42 -2.66 -2.86  0.55
77 H 1.32 -5.24 -4.69  0.45
78 H -0.46 -0.04 4.20  0.13
79 H -3.32 2.31 4.25  0.54
80 H -1.56 -1.37 4.67  0.52
81 H -3.35 -1.33 3.24  0.27
82 H -0.83 -2.79 1.00  0.74
83 H 6.57 -1.89 -0.86  0.49
84 H 4.80 1.96 -1.51  0.54
85 H 2.49 2.11 -1.30  0.18
86 H 0.18 -4.20 -0.72  0.25
87 H 3.02 -1.79 -2.84  0.35
88 H -1.89 1.19 -2.74  -0.04
89 H -5.64 2.98 3.75  0.45
90 H 1.84 -4.58 0.53  0.46
91 H -3.37 1.89 -3.30  0.27
92 H -6.46 2.95 1.42  0.47
93 H 4.36 -2.80 -0.26  0.51
94 H 2.96 -1.76 4.43  0.51
95 H -3.30 -1.30 -2.97  0.14
96 H 3.02 -4.23 4.62  0.42
97 H 2.84 -3.28 -4.76  0.56
98 H -3.22 -0.96 1.54  0.06
99 H 2.31 -0.70 2.32  0.20
100 H 6.78 0.48 -1.54  0.44
101 H -0.01 -1.70 3.84  0.01
102 H -1.82 1.53 2.48  0.24

- HOMO (alpha / beta): -12.58 / -12.63 eV
- Frontier orbital gap (alpha / beta): 6.6 / 6.6 eV
- Multiplicity: 2
- Charge: +2

=====

# C43H38FMoN7O3S3

A structure of composition C43H38FMoN7O3S3 (wB97M-V/def2-TZVPD, OMol25).

Last column: Mulliken charge in e.
Geometry (Å):
1 Mo -0.62 -0.05 -0.07  -1.51
2 S 2.09 -0.71 -2.37  -0.35
3 S 1.70 0.67 0.81  -0.35
4 S 2.38 -3.48 -1.45  -0.35
5 F 1.76 -4.50 4.28  -0.37
6 O -1.60 2.97 2.79  -0.82
7 O -1.02 1.68 1.08  -0.46
8 O -0.72 -0.95 1.74  0.60
9 N 2.39 3.19 0.39  -0.42
10 N -1.35 -0.64 -2.01  1.23
11 N 0.01 1.44 -1.41  2.58
12 N 0.46 -1.98 -0.57  0.99
13 N -0.60 0.28 5.61  0.35
14 N 0.82 2.48 -1.05  -1.96
15 N -4.77 -2.36 1.35  0.01
16 C -3.75 -1.35 1.59  0.37
17 C -3.21 1.50 -0.90  -0.71
18 C -2.48 -2.11 -3.49  -1.27
19 C -3.87 -0.15 0.68  -0.47
20 C -0.99 -5.07 1.00  -1.09
21 C 0.58 -1.25 7.70  -1.12
22 C 1.58 2.19 -0.01  0.51
23 C -0.01 -1.36 3.94  1.16
24 C 1.15 -2.93 5.92  -0.86
25 C 1.14 3.06 -5.66  -0.92
26 C 1.52 -1.95 -1.42  -0.06
27 C -4.67 -2.95 0.02  -0.66
28 C -0.48 3.75 -3.51  -0.13
29 C -2.32 -1.19 -4.52  -0.97
30 C -1.65 -0.01 -4.27  -0.96
31 C -0.94 1.11 4.62  -0.59
32 C -1.23 1.91 2.32  -0.30
33 C -0.03 -0.95 5.28  -1.32
34 C 0.67 4.35 -5.54  -0.43
35 C -2.84 0.39 -0.11  2.52
36 C -1.99 -1.79 -2.25  -0.10
37 C 1.12 -5.56 -0.05  -0.52
38 C -0.56 -0.50 2.92  0.81
39 C 0.02 -5.98 0.69  -0.92
40 C -0.01 2.44 -3.64  -0.80
41 C 0.57 -1.74 6.28  1.01
42 C 1.16 -3.33 4.58  -0.08
43 C -4.47 2.05 -0.91  -0.85
44 C -4.75 -3.38 2.38  -0.91
45 C -0.82 0.72 7.02  0.29
46 C -0.15 4.70 -4.46  -0.86
47 C -1.16 0.23 -3.00  0.34
48 C -5.15 0.43 0.68  -0.80
49 C 0.80 2.10 -4.71  0.24
50 C 1.19 -4.23 -0.45  0.56
51 C -0.90 -3.74 0.61  1.59
52 C -5.47 1.52 -0.10  -0.86
53 C -0.69 -0.47 7.96  -0.99
54 C 0.60 -2.58 3.59  -0.51
55 C -0.38 1.42 -2.64  0.40
56 C -0.91 0.80 3.29  0.07
57 C -2.18 1.38 7.18  -1.55
58 C 0.21 -3.29 -0.10  -1.07
59 H -1.28 2.10 4.90  0.71
60 H 2.25 4.11 0.00  0.23
61 H 0.67 -2.10 8.39  0.45
62 H -3.86 -1.04 2.63  0.72
63 H 1.45 -0.61 7.87  0.33
64 H -4.69 -2.16 -0.73  0.25
65 H -2.47 2.00 -1.51  0.62
66 H -2.99 -3.05 -3.64  0.53
67 H -6.46 1.94 -0.08  0.38
68 H -0.51 5.71 -4.36  0.42
69 H -0.03 1.44 7.26  0.16
70 H 0.93 5.10 -6.28  0.40
71 H 0.64 -2.90 2.56  0.61
72 H -0.05 -7.01 1.01  0.43
73 H -4.89 -2.92 3.36  0.33
74 H -5.55 -4.09 2.22  0.35
75 H -2.27 2.33 6.65  0.48
76 H 2.88 3.10 1.26  0.23
77 H -0.73 -0.09 8.99  0.40
78 H -1.56 -1.12 7.82  0.35
79 H -5.52 -3.61 -0.15  0.43
80 H -1.69 -3.06 0.87  -0.36
81 H -3.80 -3.94 2.40  0.15
82 H -5.91 -0.03 1.31  0.47
83 H -1.86 -5.40 1.55  0.41
84 H -2.71 -1.40 -5.51  0.45
85 H 1.90 -6.25 -0.32  0.41
86 H -2.11 -2.46 -1.40  0.32
87 H 1.79 2.79 -6.49  0.40
88 H -4.67 2.91 -1.53  0.50
89 H 1.62 -3.56 6.66  0.49
90 H -1.09 4.02 -2.65  0.51
91 H -1.50 0.73 -5.04  0.62
92 H -2.97 0.71 6.83  0.39
93 H 1.18 1.09 -4.79  0.44
94 H -2.36 1.58 8.24  0.41
95 H -3.75 -3.55 -0.11  0.08
96 H -2.75 -1.77 1.50  -0.90

- HOMO (alpha / beta): -7.06 / -7.04 eV
- Relative energy (zero: lowest compared OMol25 entry of this formula, charge and spin): 22.4 kcal/mol
- Frontier orbital gap (alpha / beta): 6.6 / 6.0 eV
- Multiplicity: 3
- Charge: 0

=====

# C43H39AlINO6P2S

A structure of composition C43H39AlINO6P2S (wB97M-V/def2-TZVPD, OMol25).

Last column: Mulliken charge in e.
Geometry (Å):
1 I -7.51 0.15 -5.95  0.08
2 S 2.11 0.44 -1.95  1.29
3 P 1.03 -0.50 0.58  2.34
4 P -2.83 -3.06 0.89  -0.66
5 Al -0.75 0.33 -1.06  -1.03
6 O 2.20 -0.73 -2.75  -0.70
7 O -0.63 -0.59 -4.47  -0.58
8 O 2.32 0.07 -0.44  -0.32
9 O -1.05 1.90 -0.42  0.09
10 O -1.51 -0.40 -2.42  0.01
11 O -0.28 4.05 -0.01  -0.63
12 N 0.77 1.21 -2.15  0.19
13 C 5.60 3.22 -2.77  1.07
14 C -2.98 -0.37 -4.27  0.32
15 C 2.81 -2.56 3.79  -1.23
16 C -1.31 -3.12 -0.21  0.72
17 C -5.55 -0.09 -5.24  -0.14
18 C 1.19 -2.31 -0.12  -1.39
19 C -2.92 -0.43 2.14  0.25
20 C -4.02 -1.11 -3.71  -0.05
21 C 2.02 -1.01 2.11  1.45
22 C -4.28 1.34 1.21  -0.62
23 C 0.15 1.38 2.56  0.06
24 C 3.49 1.51 -2.23  -0.18
25 C 3.97 -0.49 3.45  -0.92
26 C -4.04 -0.75 0.05  -0.33
27 C -4.52 0.63 -5.82  -0.52
28 C -0.32 2.66 3.10  -0.63
29 C 6.72 4.19 -3.04  -1.51
30 C -1.22 -2.92 3.30  0.63
31 C -1.77 -4.21 5.25  -0.71
32 C -2.27 -3.50 2.59  0.75
33 C -4.57 0.53 0.12  -0.76
34 C -3.05 -4.46 3.23  -0.88
35 C 3.84 -1.70 4.13  -0.77
36 C -3.23 0.48 -5.34  -0.65
37 C -3.46 0.85 2.21  -0.44
38 C -3.19 -1.25 1.05  0.19
39 C -2.81 -4.81 4.55  -0.66
40 C -5.31 -0.97 -4.20  -0.45
41 C 0.03 2.75 -0.48  1.67
42 C 3.56 2.12 -3.47  -0.57
43 C 1.08 2.52 0.63  -0.21
44 C 0.63 2.66 -1.88  -1.08
45 C 0.84 1.28 1.42  -0.72
46 C 0.12 -3.33 0.33  -0.13
47 C -0.97 -3.26 4.62  -1.34
48 C 1.91 -2.22 2.79  -0.60
49 C 3.06 -0.15 2.46  -0.75
50 C -1.58 -0.47 -3.74  0.04
51 C 5.51 2.58 -1.54  -0.90
52 C 4.45 1.72 -1.25  -0.23
53 C 0.58 3.88 1.16  -0.36
54 C 4.62 2.97 -3.73  -0.90
55 C -0.15 3.82 2.46  -1.47
56 H 7.68 3.75 -2.77  0.38
57 H 3.16 0.80 1.96  0.10
58 H 0.09 -3.38 1.41  -0.03
59 H -3.43 -5.55 5.04  0.39
60 H 4.38 1.22 -0.30  0.54
61 H -0.60 -2.16 2.83  0.76
62 H -1.53 -3.90 -0.93  0.67
63 H -0.51 4.76 2.86  0.40
64 H -3.24 1.48 3.07  0.37
65 H 6.58 5.09 -2.44  0.31
66 H -3.86 -4.93 2.69  0.39
67 H 4.77 0.19 3.70  0.46
68 H -0.82 2.65 4.05  0.53
69 H -4.34 -1.40 -0.76  0.37
70 H 2.17 -2.71 0.14  0.82
71 H 4.68 3.46 -4.70  0.33
72 H -2.32 -0.78 2.97  0.34
73 H 2.10 2.56 0.24  0.17
74 H 4.55 -1.97 4.90  0.39
75 H -0.16 -2.79 5.15  0.49
76 H 0.45 -4.31 0.00  0.54
77 H 6.75 4.48 -4.09  0.35
78 H 1.34 4.68 1.17  0.41
79 H -0.07 3.07 -2.61  0.25
80 H 1.58 3.20 -1.94  0.43
81 H -4.69 2.34 1.27  0.39
82 H -6.12 -1.55 -3.77  0.41
83 H -4.72 1.31 -6.64  0.38
84 H 2.80 1.91 -4.21  0.55
85 H -0.06 0.49 3.14  0.32
86 H 2.70 -3.50 4.31  0.47
87 H 1.13 -2.92 2.55  0.42
88 H -3.81 -1.80 -2.91  0.48
89 H -2.41 1.02 -5.79  0.45
90 H -1.59 -4.46 6.28  0.40
91 H 6.27 2.75 -0.78  0.42
92 H 1.15 -2.22 -1.21  0.77
93 H -1.36 -2.19 -0.77  -1.22
94 H -5.24 0.88 -0.66  0.43

- HOMO: -7.35 eV
- Frontier orbital gap: 7.5 eV
- Multiplicity: 1
- Charge: 0

=====

# C43H39HfN6O5S2

A structure of composition C43H39HfN6O5S2 (wB97M-V/def2-TZVPD, OMol25).

Last column: Mulliken charge in e.
Geometry (Å):
1 Hf 0.56 1.54 -1.06  0.71
2 S 3.12 -1.23 1.48  -0.23
3 S 0.57 0.85 1.80  0.09
4 O -1.57 0.61 -0.62  0.39
5 O -1.26 1.27 -4.69  -0.62
6 O 1.08 -0.35 -1.07  0.71
7 O 0.18 1.34 -2.99  -0.83
8 O 1.19 -1.61 -2.94  -0.67
9 N -0.17 -1.11 3.36  0.31
10 N 2.63 2.14 -0.91  0.19
11 N 0.61 3.25 0.32  0.79
12 N -0.50 3.75 0.73  -1.58
13 N -1.04 3.35 -1.52  -0.18
14 N 1.16 -3.01 1.82  0.16
15 C 4.05 0.37 -1.84  0.51
16 C 3.71 1.71 -1.75  -0.76
17 C -4.91 0.14 2.18  -0.63
18 C -1.07 -0.20 4.06  -2.43
19 C -2.88 -1.32 -0.33  0.24
20 C 1.94 -4.12 1.29  -1.47
21 C -3.95 1.12 1.99  -0.44
22 C 0.56 -1.07 -2.08  -0.23
23 C -3.65 -0.31 -1.20  -0.92
24 C -1.44 -0.86 -0.55  -0.21
25 C 0.62 -0.72 2.38  -0.32
26 C 1.20 -4.79 0.15  0.47
27 C -2.54 0.58 -1.73  -0.12
28 C 2.91 2.94 0.13  1.46
29 C 5.12 0.00 -2.64  -1.05
30 C -0.21 -5.91 -1.96  -0.59
31 C -1.74 -0.14 -2.83  0.08
32 C -1.79 3.67 -2.58  -0.53
33 C 5.83 0.95 -3.36  -0.55
34 C 4.21 3.25 0.61  -0.94
35 C 0.49 -5.96 0.33  -0.39
36 C -3.39 -1.06 3.59  -0.53
37 C -0.22 -6.52 -0.72  -0.67
38 C -2.71 4.29 -0.07  -0.81
39 C -0.23 -2.53 3.71  -0.76
40 C 3.27 4.72 2.33  -0.70
41 C 4.40 2.67 -2.49  0.07
42 C 1.61 -1.75 1.85  0.39
43 C -1.45 3.73 -0.30  0.50
44 C 5.45 2.29 -3.30  -0.73
45 C -0.13 -3.32 2.42  -0.35
46 C 2.00 4.43 1.94  -0.84
47 C 1.22 -4.18 -1.10  -0.08
48 C -0.97 -1.19 -1.97  -0.05
49 C -4.63 -0.95 2.98  -0.82
50 C 1.80 3.53 0.85  0.81
51 C -2.41 -0.08 3.39  1.24
52 C -3.01 4.31 -2.45  -0.83
53 C -3.50 4.57 -1.17  -0.32
54 C 0.52 -4.75 -2.16  -0.80
55 C -0.90 0.88 -3.62  -0.10
56 C 4.37 4.10 1.66  -0.62
57 C -2.71 1.01 2.59  -0.13
58 H -3.19 -1.89 4.25  0.41
59 H -4.19 -0.78 -2.02  0.44
60 H 0.58 -2.78 4.39  0.26
61 H -4.18 1.99 1.38  0.42
62 H 2.90 -3.73 0.96  0.65
63 H -1.97 1.79 2.45  0.62
64 H -3.01 -2.35 -0.65  0.73
65 H -1.18 -2.72 4.20  0.47
66 H 6.66 0.65 -3.97  0.41
67 H 2.12 -4.83 2.10  0.49
68 H -4.36 0.26 -0.61  0.32
69 H -3.57 4.58 -3.33  0.48
70 H 5.40 -1.04 -2.69  0.45
71 H -0.17 -4.39 2.62  0.67
72 H 4.09 3.71 -2.44  0.50
73 H -2.86 1.59 -1.97  0.21
74 H 1.14 4.86 2.42  0.50
75 H -5.37 -1.71 3.15  0.43
76 H 5.98 3.03 -3.88  0.40
77 H -3.01 4.53 0.94  0.59
78 H -1.23 -2.21 -2.26  0.91
79 H -4.46 5.04 -1.04  0.48
80 H 5.07 2.79 0.14  0.50
81 H -0.95 -3.07 1.74  -0.13
82 H -0.59 0.78 4.13  0.66
83 H -3.15 -1.23 0.72  -0.52
84 H -0.74 -1.14 0.24  -0.49
85 H 3.46 5.41 3.13  0.44
86 H 5.37 4.32 2.01  0.46
87 H -0.75 -6.36 -2.79  0.44
88 H 1.81 -3.29 -1.26  0.52
89 H -1.17 -0.60 5.07  0.71
90 H -5.88 0.23 1.71  0.44
91 H 3.50 -0.36 -1.27  0.29
92 H 0.57 -4.30 -3.14  0.52
93 H -2.40 -0.60 -3.56  0.61
94 H -1.39 3.40 -3.55  0.60
95 H -0.77 -7.44 -0.57  0.41
96 H 0.50 -6.46 1.30  0.44

- HOMO (alpha / beta): -10.16 / -10.15 eV
- Relative energy (zero: lowest compared OMol25 entry of this formula, charge and spin): 38.5 kcal/mol
- Frontier orbital gap (alpha / beta): 5.8 / 5.7 eV
- Multiplicity: 1
- Charge: +1

=====

# C43H40LuN2OP2S2

A structure of composition C43H40LuN2OP2S2 (wB97M-V/def2-TZVPD, OMol25).

Last column: Mulliken charge in e.
Geometry (Å):
1 Lu -0.25 -0.35 0.11  0.78
2 S -0.14 -4.57 -2.50  -0.15
3 S -1.32 -2.56 -0.69  -0.51
4 P 1.36 -0.09 2.27  0.86
5 P -1.60 0.59 2.70  0.91
6 O 0.22 1.39 -0.58  -0.62
7 N 1.20 -1.04 -1.45  0.13
8 N 1.02 -2.28 -2.02  -0.44
9 C 0.39 2.29 3.46  -1.77
10 C 2.86 -4.32 -3.61  -0.10
11 C 5.18 -1.46 0.10  -0.55
12 C -0.82 2.27 2.51  -0.30
13 C -3.02 0.39 5.07  -0.43
14 C 5.23 -4.70 -3.53  -0.50
15 C 2.67 -0.99 4.55  -0.66
16 C 0.00 -2.99 -1.72  0.07
17 C -3.36 -0.82 1.15  -0.80
18 C 1.48 -1.04 3.82  0.86
19 C 1.34 -5.46 -1.90  -1.01
20 C -2.64 1.22 0.05  0.38
21 C 5.06 -5.52 -2.43  -0.49
22 C 1.77 3.16 -0.54  -0.43
23 C -3.95 1.95 3.47  -0.54
24 C 0.44 -1.85 4.25  -0.43
25 C 3.79 -5.73 -1.91  -0.55
26 C -3.40 0.86 -1.06  -0.70
27 C -2.98 1.02 3.83  0.86
28 C 0.55 -2.56 5.43  -0.74
29 C -4.13 -0.32 -1.07  -0.49
30 C 2.86 -0.78 -3.22  -2.01
31 C -4.96 2.25 4.37  -0.77
32 C 3.99 2.87 -1.38  -1.11
33 C 2.96 -0.54 1.49  0.60
34 C 3.01 3.68 -0.81  -0.52
35 C 4.01 -2.22 0.11  -0.38
36 C 2.78 -1.72 5.72  -0.73
37 C -5.00 1.63 5.61  -0.55
38 C 3.69 1.58 -1.73  -0.81
39 C -4.14 -1.14 0.05  -0.76
40 C -2.59 0.36 1.16  -0.29
41 C 5.24 -0.27 0.81  -0.96
42 C 1.72 -2.49 6.17  -0.56
43 C 4.13 0.20 1.49  0.05
44 C 1.63 1.64 2.84  -0.34
45 C 2.68 -5.13 -2.50  0.47
46 C 1.44 1.82 -0.84  0.57
47 C 2.42 1.02 -1.49  0.63
48 C -4.04 0.70 5.95  -0.55
49 C 4.13 -4.10 -4.11  -0.70
50 C 2.12 -0.30 -2.02  0.97
51 C 2.91 -1.77 0.81  -0.94
52 H -4.70 -0.60 -1.94  0.45
53 H -0.26 -3.19 5.76  0.46
54 H 5.91 -6.01 -1.98  0.42
55 H -3.37 -1.45 2.03  0.36
56 H -5.80 1.88 6.30  0.40
57 H 4.97 3.27 -1.59  0.45
58 H 4.25 -3.46 -4.98  0.46
59 H -2.26 -0.33 5.32  0.41
60 H 2.00 -2.37 0.86  0.40
61 H -3.92 2.43 2.50  0.36
62 H 2.00 -3.87 -4.08  0.47
63 H 6.21 -4.53 -3.94  0.43
64 H 3.13 0.06 -3.86  0.55
65 H 3.50 -0.41 4.20  0.34
66 H 0.64 3.32 3.73  0.46
67 H -2.18 2.19 0.08  0.29
68 H -1.54 3.03 2.80  0.84
69 H 3.71 -1.70 6.28  0.44
70 H 4.45 0.96 -2.17  0.49
71 H 0.13 1.77 4.39  0.31
72 H 2.23 -1.48 -3.77  0.52
73 H -4.73 -2.04 0.06  0.46
74 H 3.97 -3.16 -0.43  0.39
75 H 1.10 -6.50 -2.11  0.52
76 H 1.36 -5.33 -0.82  0.31
77 H 6.16 0.29 0.83  0.43
78 H -0.49 2.44 1.48  -0.18
79 H 3.65 -6.38 -1.06  0.41
80 H -4.08 0.21 6.91  0.44
81 H 6.03 -1.81 -0.46  0.48
82 H 1.00 3.79 -0.11  0.45
83 H 1.95 2.21 1.96  0.28
84 H -3.44 1.52 -1.91  0.50
85 H -5.72 2.97 4.10  0.43
86 H 2.44 1.63 3.57  0.78
87 H -0.47 -1.91 3.66  0.43
88 H 4.19 1.14 2.01  0.45
89 H 3.23 4.71 -0.59  0.46
90 H 3.76 -1.30 -2.91  0.30
91 H 1.80 -3.04 7.10  0.41

- HOMO: -10.58 eV
- Relative energy (zero: lowest compared OMol25 entry of this formula, charge and spin): 1.9 kcal/mol
- Frontier orbital gap: 7.8 eV
- Multiplicity: 1
- Charge: +1

=====

What is the formula in the first record?
C43H38F5N11OPSSeTi